DFT (wB97M-V/def2-TZVPD) results for C26H30ClFMoN6O4SSi as an isolated structure.

XYZ file:
```
71
Properties=species:S:1:pos:R:3:mulliken_charge:R:1
F -0.98013 2.93794 -0.95263 -0.293
H -5.44982 2.77041 0.13395 0.462
O -2.15406 -0.10730 -1.10646 0.865
H -5.68654 0.81523 -3.65629 0.451
H 1.98798 -2.28051 -1.34375 0.181
H -3.80831 -0.81710 1.03841 0.303
C -5.14708 0.97093 -2.73033 -0.641
H 3.13609 1.42115 -0.00641 0.650
N 1.88876 -1.16337 1.80094 -1.379
H -3.89201 -4.94378 2.15662 0.417
C 0.20328 -0.39376 -3.58419 -0.934
N -0.92934 -2.74995 -1.55497 -0.119
H -3.55339 -0.35255 -3.24352 0.473
C 2.02083 4.61433 0.15510 -0.674
C -5.69390 1.85931 -1.76360 0.087
Cl -7.20691 2.64885 -2.10971 -0.227
H -3.43650 2.41072 1.54502 0.372
H 2.35035 5.61492 0.40308 0.403
N 3.11086 0.63500 2.51888 -0.038
H 0.43201 0.20589 -4.46919 0.477
H 3.92743 3.69152 0.53036 0.460
C -1.97161 -3.99710 2.00331 -0.758
H 1.01027 -4.57427 1.70669 0.378
C 0.71086 4.39455 -0.24383 -0.631
C -3.31246 -1.72953 1.33705 0.124
O -2.05687 -2.89150 -1.19775 -0.361
C 4.33559 -0.13474 2.68740 -0.333
H 5.30022 0.51839 0.86794 0.225
H 2.08185 2.21453 -3.11226 0.363
C -5.04397 2.08548 -0.60075 -1.145
C 0.14457 -2.65009 1.85288 0.782
C 2.89905 3.53794 0.22795 -1.112
C -1.31560 -2.81479 1.72165 0.510
C 2.45954 2.26442 -0.08761 -0.088
H 3.50659 1.40278 -2.45736 0.314
C -3.07539 1.68683 0.81078 -0.723
C 1.91613 0.09634 2.18548 0.150
H 2.82954 0.88402 -4.00588 0.432
C -4.03706 -2.86835 1.62838 -0.901
H 3.30951 -1.12600 -1.09240 0.182
N 0.57325 -1.49109 1.52009 1.789
H 6.41984 -0.02599 2.12760 0.414
O -0.25468 -1.77824 -0.92946 -0.159
H -0.80303 -0.14772 -3.24311 -0.146
Si 1.43835 -0.03375 -2.23582 0.459
H 1.99451 -3.39119 2.58442 0.363
H -1.39980 -4.87980 2.25209 0.476
C 2.53789 -1.45609 -1.79535 -0.977
C 2.57457 1.24341 -3.00268 -1.331
C -3.97233 0.32571 -2.51183 -0.920
H 4.57139 -0.23459 3.75035 0.354
H 5.63578 1.54821 2.26574 0.288
C 5.48987 0.51427 1.94283 -1.095
N -1.97783 -1.70096 1.37940 0.457
C 0.98386 -3.74248 2.41637 -1.881
H 3.07334 1.57416 2.87985 0.313
C -3.35501 -4.02751 1.94990 -0.635
H 4.14048 -1.13118 2.30252 0.219
H 0.20646 -1.44878 -3.86600 0.347
C -3.25541 0.52493 -1.29315 0.554
C -3.81115 1.42076 -0.34884 1.112
C 1.14541 2.00741 -0.47657 -0.004
C 0.30846 3.11033 -0.55205 0.322
Mo -0.73520 -0.19699 0.38066 -1.658
H 0.56566 -4.11505 3.35323 0.413
O -1.97225 1.15098 1.07381 -0.194
S 0.48570 1.05427 2.29137 -0.402
H -0.00636 5.20093 -0.32557 0.461
N 0.66622 0.69827 -0.76988 1.460
H 3.03839 -1.81959 -2.69938 0.430
H -5.11670 -2.83947 1.58647 0.469
```

Calculated values
E_tot: -80388.5778 eV
HOMO level (spin up / spin down): -7.199 / -7.109 eV
gap between HOMO and LUMO (spin up / spin down): 6.39 / 6.28 eV
E_LUMO (spin up / spin down): -0.81 / -0.83 eV
charge: 0